Entry 1:
Formula: C20H27Br42O3S
Source: the Open Molecules 2025 dataset
Level of theory: ωB97M-V/def2-TZVPD

Atoms and positions in Å:
C1 1.082 4.381 -2.300
C2 0.229 5.025 -3.094
S1 0.422 4.942 -4.852
C3 0.615 3.184 -5.278
O1 1.952 2.908 -5.078
C4 2.246 1.512 -5.309
O2 2.277 0.843 -4.114
C5 1.307 -0.193 -3.935
C6 0.405 0.082 -2.737
O3 -0.956 0.088 -3.188
H1 1.002 4.553 -1.238
H2 1.861 3.737 -2.680
H3 -0.604 5.622 -2.757
H4 -0.828 5.151 -5.297
H5 0.305 3.115 -6.324
H6 -0.045 2.592 -4.640
H7 1.494 1.112 -5.992
H8 3.210 1.487 -5.806
H9 1.847 -1.119 -3.765
H10 0.674 -0.324 -4.811
H11 0.510 -0.732 -2.028
H12 0.660 1.032 -2.275
H13 -1.471 0.643 -2.607
C7 -2.676 6.249 -0.073
Br1 -3.469 4.531 0.250
Br2 -0.794 6.257 0.351
Br3 -2.989 6.865 -1.869
H14 -3.160 6.952 0.592
C8 0.663 -2.803 1.179
Br4 -0.187 -1.115 0.777
Br5 -0.614 -4.228 1.245
Br6 2.092 -3.180 -0.052
H15 1.101 -2.713 2.163
C9 -5.381 9.528 0.106
Br7 -6.014 7.733 0.407
Br8 -3.544 9.720 0.642
Br9 -5.639 10.087 -1.712
H16 -5.963 10.188 0.733
C10 -4.988 14.272 -1.477
Br10 -6.216 14.009 -0.016
Br11 -3.366 13.278 -1.210
Br12 -5.805 13.852 -3.167
H17 -4.729 15.319 -1.495
C11 -0.687 -5.115 5.710
Br13 0.227 -6.720 5.160
Br14 0.170 -3.527 5.030
Br15 -2.553 -5.165 5.268
H18 -0.613 -5.065 6.788
C12 -2.447 -7.537 0.443
Br16 -2.970 -9.352 0.093
Br17 -3.888 -6.300 0.114
Br18 -1.738 -7.328 2.217
H19 -1.654 -7.293 -0.250
C13 -1.648 13.016 3.076
Br19 -0.923 11.328 2.490
Br20 -0.676 14.496 2.328
Br21 -3.534 13.157 2.721
H20 -1.522 13.056 4.147
C14 2.469 -9.146 1.480
Br22 1.408 -10.437 0.530
Br23 4.316 -9.218 0.931
Br24 1.734 -7.379 1.295
H21 2.431 -9.406 2.527
C15 3.816 -8.481 -2.870
Br25 2.140 -7.683 -2.378
Br26 3.621 -10.341 -3.305
Br27 4.693 -7.512 -4.285
H22 4.454 -8.425 -2.000
C16 8.162 -8.237 -0.205
Br28 10.029 -8.067 -0.626
Br29 7.055 -7.461 -1.577
Br30 7.666 -10.064 0.135
H23 7.985 -7.683 0.705
C17 -3.263 -0.907 3.155
Br31 -4.167 0.740 2.728
Br32 -3.487 -1.373 5.005
Br33 -3.791 -2.335 1.985
H24 -2.209 -0.738 2.991
C18 -1.788 -5.652 9.881
Br34 -2.749 -7.272 9.505
Br35 0.098 -5.856 9.545
Br36 -2.506 -4.165 8.893
H25 -1.910 -5.435 10.931
C19 0.761 8.357 5.261
Br37 0.112 8.036 3.474
Br38 1.712 6.834 5.945
Br39 1.820 9.959 5.347
H26 -0.103 8.507 5.890
C20 3.501 -12.978 -6.539
Br40 4.546 -14.530 -6.980
Br41 4.293 -11.369 -7.233
Br42 1.672 -13.168 -7.105
H27 3.495 -12.892 -5.463

Atoms 1-3, force components in eV/Å:
C -0.33 0.49 -0.59
C 0.21 -0.67 0.45
S 0.52 0.38 -0.19

Results
multiplicity = 1
E_LUMO = -3.31 eV
net charge = +1
highest occupied orbital energy = -11.0546 eV
gap between HOMO and LUMO = 7.75 eV



Entry 2:
Formula: C6H12NOS
Source: the Open Molecules 2025 dataset
Level of theory: ωB97M-V/def2-TZVPD

Atoms and positions in Å:
C1 -1.180 0.827 1.120
C2 1.888 -0.652 0.321
C3 -1.916 -0.278 0.356
C4 -1.041 -1.405 -0.092
C5 0.086 -1.094 -1.114
C6 1.075 1.177 -0.969
N1 0.971 -0.132 -0.459
O1 3.046 0.076 0.585
S1 -0.447 2.184 0.006
H1 -1.747 1.319 1.820
H2 -2.773 -0.594 1.042
H3 -2.522 0.095 -0.538
H4 -0.464 -1.913 0.781
H5 -1.572 -2.298 -0.393
H6 0.720 -2.018 -1.325
H7 -0.359 -0.781 -2.035
H8 1.991 1.683 -0.767
H9 0.630 1.287 -1.925
H10 -0.305 0.380 1.603
H11 3.562 -0.609 1.066
H12 0.357 2.744 0.916

Atoms 1-3, force components in eV/Å:
C 2.26 -1.20 -2.20
C 2.90 -1.68 1.67
C -2.31 0.80 -0.50

Results
multiplicity = 1
E_LUMO = -4.03 eV
net charge = +1
highest occupied orbital energy = -12.4755 eV
gap between HOMO and LUMO = 8.44 eV



Entry 3:
Formula: C5H10N
Source: the Open Molecules 2025 dataset
Level of theory: ωB97M-V/def2-TZVPD

Atoms and positions in Å:
C1 0.406 -0.918 1.696
C2 0.150 0.404 0.975
C3 0.391 0.315 -0.492
C4 1.569 0.260 -1.097
C5 -1.987 0.320 -1.101
N1 -0.749 0.295 -1.374
H1 1.466 -1.036 1.940
H2 -0.126 -0.981 2.644
H3 0.208 -1.869 1.192
H4 -0.847 0.764 1.226
H5 0.840 1.125 1.415
H6 2.491 0.435 -0.557
H7 1.750 -0.008 -2.132
H8 -2.711 0.252 -1.894
H9 -2.353 0.425 -0.092
H10 -0.498 0.216 -2.349

Atoms 1-3, force components in eV/Å:
C 0.64 -1.05 0.64
C -0.05 -0.13 0.43
C -0.05 0.54 -0.24

Results
SMILES string = C=[NH+]C(=C)CC
multiplicity = 1
E_LUMO = -5.36 eV
net charge = +1
highest occupied orbital energy = -14.6696 eV
gap between HOMO and LUMO = 9.31 eV



Entry 4:
Formula: C16H46NO15
Source: the Open Molecules 2025 dataset
Level of theory: ωB97M-V/def2-TZVPD

Atoms and positions in Å:
N1 -11.182 -27.195 -22.728
O1 -12.212 -26.937 -23.346
O2 -10.527 -26.262 -22.419
O3 -10.917 -28.375 -22.403
C1 -13.785 -31.326 -19.499
C2 -13.551 -32.602 -20.418
C3 -14.563 -32.700 -21.524
O4 -12.262 -32.453 -20.985
H1 -14.718 -31.442 -18.947
H2 -13.739 -30.403 -20.077
H3 -13.015 -31.249 -18.732
H4 -13.508 -33.505 -19.810
H5 -15.605 -32.843 -21.238
H6 -14.364 -33.584 -22.130
H7 -14.546 -31.942 -22.306
H8 -12.063 -31.519 -21.078
C4 -6.503 -28.635 -17.069
C5 -6.936 -28.453 -18.505
C6 -7.065 -29.786 -19.298
O5 -8.173 -27.812 -18.520
H9 -5.590 -29.178 -16.825
H10 -7.242 -29.235 -16.536
H11 -6.438 -27.668 -16.570
H12 -6.271 -27.723 -18.968
H13 -7.896 -30.338 -18.858
H14 -6.149 -30.376 -19.262
H15 -7.278 -29.733 -20.366
H16 -8.524 -27.902 -19.409
C7 -9.627 -33.993 -25.632
C8 -9.111 -32.651 -25.200
O6 -10.104 -31.659 -25.471
O7 -10.667 -34.409 -24.766
H17 -8.738 -34.618 -25.719
H18 -9.979 -33.911 -26.660
H19 -8.158 -32.480 -25.700
H20 -8.891 -32.767 -24.139
H21 -10.198 -31.039 -24.745
H22 -10.640 -33.784 -24.038
C9 -17.831 -27.828 -21.932
C10 -18.533 -28.029 -20.585
O8 -19.019 -29.350 -20.429
O9 -17.296 -26.493 -22.002
H23 -18.480 -27.968 -22.797
H24 -17.027 -28.560 -22.009
H25 -19.341 -27.316 -20.419
H26 -17.783 -27.858 -19.813
H27 -19.590 -29.601 -21.158
H28 -16.490 -26.536 -22.521
C11 -14.165 -21.801 -20.851
C12 -13.590 -21.482 -22.209
O10 -14.370 -20.612 -23.014
O11 -14.078 -20.671 -19.929
H29 -13.643 -22.640 -20.392
H30 -15.215 -22.089 -20.820
H31 -13.723 -22.401 -22.780
H32 -12.514 -21.308 -22.239
H33 -14.330 -19.761 -22.572
H34 -14.325 -20.884 -19.026
C13 -12.317 -24.952 -28.017
C14 -12.135 -25.667 -29.349
O12 -11.288 -24.836 -30.143
O13 -11.073 -24.805 -27.357
H35 -13.026 -25.580 -27.478
H36 -12.848 -23.999 -28.007
H37 -13.093 -25.658 -29.870
H38 -11.872 -26.724 -29.390
H39 -11.446 -25.076 -31.059
H40 -11.342 -24.765 -26.436
C15 -5.943 -24.905 -24.450
C16 -6.352 -26.156 -25.321
O14 -6.328 -25.952 -26.717
O15 -6.986 -23.886 -24.587
H41 -4.979 -24.504 -24.762
H42 -5.951 -25.181 -23.396
H43 -7.343 -26.448 -24.973
H44 -5.728 -27.040 -25.187
H45 -6.556 -26.815 -27.070
H46 -7.770 -24.117 -24.082

Atoms 1-3, force components in eV/Å:
N -2.48 -1.88 -0.51
O -2.18 -0.73 -1.48
O 4.15 3.02 1.86

Results
multiplicity = 1
E_LUMO = 2.36 eV
net charge = -1
highest occupied orbital energy = -4.8891 eV
gap between HOMO and LUMO = 7.25 eV